Entry 1:
DFT (the ωB97M-V functional and the def2-TZVPD basis) results for C8H13N2 as an isolated structure in a non-equilibrium geometry.

Orbital gap ... 8.961 eV
E_HOMO ... -0.49215 Ha
LUMO energy ... -4.431 eV

Structure (ORCA input):
```
! RIJCOSX wB97M-V def2-TZVPD def2/J DEFGRID3
* xyz 1 1
C -3.65374 -0.20549 1.22261
C -1.40388 0.82022 1.32887
C 1.27189 0.78449 -1.98935
C -0.25047 0.17885 -0.20001
C 0.47022 1.32863 -0.80488
C 1.79340 0.64201 -0.51059
C 1.10992 -0.55176 0.10982
C 1.22356 -1.99321 -0.39907
N -2.47719 0.20250 1.39439
N -0.64011 1.49766 2.16657
H -4.26631 0.53552 0.72352
H -4.07543 -1.17958 1.44324
H 0.79046 -0.06755 -2.42741
H 1.67352 1.56704 -2.62069
H -0.84829 -0.40317 -0.80738
H 0.09987 2.37527 -0.52028
H 2.67795 1.01277 -0.13912
H 1.29097 -0.51080 1.19233
H 0.45803 -2.66708 -0.07632
H 2.21013 -2.26079 -0.17406
H 1.07540 -1.76109 -1.54887
H 0.39395 1.83113 1.96192
H -1.03998 1.72397 3.10229
*
```

Entry 2:
DFT (the ωB97M-V functional and the def2-TZVPD basis) results for H3N2O3P as an isolated structure in a non-equilibrium geometry.

Orbital gap ... 9.826 eV
E_HOMO ... -0.34894 Ha
LUMO energy ... 0.331 eV

Structure (ORCA input):
```
! RIJCOSX wB97M-V def2-TZVPD def2/J DEFGRID3
* xyz 0 1
N -1.93180 0.51963 -0.17738
N 1.11560 -0.40093 -0.10284
O 0.74737 2.37792 0.31324
O -0.86773 0.92213 -1.10392
O -1.27148 0.35232 1.05306
P 0.26584 1.01024 0.00420
H -2.48574 1.38613 -0.12756
H 0.63974 -1.33435 -0.18186
H 2.03871 -0.28828 0.46180
*
```

Entry 3:
DFT (the ωB97M-V functional and the def2-TZVPD basis) results for C38H21CrN13 as an isolated structure in a non-equilibrium geometry.

Orbital gap (spin up / spin down) ... 3.677 / 4.301 eV
E_HOMO (spin up / spin down) ... -0.33757 / -0.35279 Ha
LUMO energy (spin up / spin down) ... -5.508 / -5.299 eV

Structure (ORCA input):
```
! RIJCOSX wB97M-V def2-TZVPD def2/J DEFGRID3
* xyz 1 2
Cr -0.09418 0.40238 -0.30984
C 0.59142 6.89318 -0.73654
C -0.78018 6.85718 -0.96964
C -1.48528 5.66228 -0.96734
C -0.76908 4.50288 -0.72274
C -1.16668 3.11398 -0.59104
N -0.05618 2.33348 -0.34684
C 1.02252 3.16958 -0.23194
N 2.23752 2.84198 0.11436
C 2.63752 1.61188 0.37506
C 3.99262 1.31508 0.81136
C 5.05172 2.12688 1.17926
C 6.23052 1.50548 1.56826
C 6.34162 0.11858 1.56616
C 5.27502 -0.69792 1.21056
C 4.09152 -0.08632 0.84126
C 2.77612 -0.60582 0.48946
N 2.49322 -1.87062 0.47306
C 1.16962 -2.22092 0.27206
N -0.68788 -1.45802 -0.39724
C -1.60498 -2.33842 0.19286
N -2.73478 -1.85692 0.57286
C -3.02298 -0.56352 0.31496
N -2.15198 0.43088 -0.06614
C -2.88528 1.55388 -0.30684
N -2.41868 2.74858 -0.59554
C -4.28648 1.28298 -0.09754
C -5.42158 2.06348 -0.24514
C -6.63388 1.49948 0.11576
C -6.70488 0.20988 0.64216
C -5.58028 -0.58712 0.76996
C -4.36028 -0.04802 0.37256
C -0.96578 -3.66622 0.48116
C -1.58608 -4.85602 -0.09794
C -0.82758 -5.92802 -0.39164
C 0.60482 -5.87782 -0.38724
C 1.28602 -4.75722 -0.08374
C 0.59802 -3.62072 0.51836
N 1.92752 0.48108 0.23806
C 0.61622 4.53898 -0.48384
C 1.31472 5.73368 -0.49564
H 1.09822 7.84538 -0.73414
H -1.30928 7.77758 -1.15894
H -2.54738 5.62468 -1.14934
H 4.95182 3.20058 1.16706
H 7.07222 2.10778 1.88006
H 7.27762 -0.33592 1.85146
H 5.35522 -1.77202 1.21376
H -5.35238 3.06418 -0.64114
H -7.54218 2.06758 -0.00934
H -7.66658 -0.17632 0.94286
H -5.63918 -1.58372 1.17736
H -2.64838 -4.82132 -0.28474
H -1.29558 -6.82272 -0.76784
H 1.13012 -6.74042 -0.76254
H 2.33922 -4.63502 -0.27604
H 2.37642 5.74788 -0.31264
N -0.23878 -3.17792 2.85076
C -0.30188 -1.84722 2.99146
N -0.24898 -0.98192 2.04706
C 0.14452 -1.23412 0.76986
N -0.18738 -3.91652 1.69146
C 0.45442 -1.89722 -1.20784
C 0.33232 -2.94892 -2.23884
N 1.00252 -2.87902 -3.33104
C 1.74772 -1.79472 -3.59594
C 1.59182 -0.64262 -2.84434
N 0.87092 -0.65862 -1.73154
H -0.31488 -3.77802 3.66206
H -0.42068 -1.48222 4.00346
H -0.37918 -3.75372 -2.12474
H 2.34142 -1.82542 -4.49374
H 1.97262 0.31188 -3.17944
*
```

We obtain E_tot values of -11475.46587 -18458.07509 -87528.13355 eV for the records listed above, in that order.